Version A
Entry from OMol25: the molecule CH2FPS2 (ωB97M-V/def2-TZVPD).

```
7
Properties=species:S:1:pos:R:3:nbo_charge:R:1
C 0.470 -2.020 -0.682 0.22
H -1.375 0.102 0.499 0.01
H -0.697 1.782 -0.643 -0.03
S 0.526 -0.404 -1.334 -0.02
F 0.051 -1.862 0.557 -0.34
S 1.166 1.543 1.418 -0.48
P -0.140 0.859 0.185 0.64
```

Calculated values
E_HOMO = -9.47 eV
Total charge = 0
2S+1 = 1
Lowest unoccupied orbital energy = -0.62 eV

Version B
Entry from OMol25: a cluster of 2 separate species, CH2FPS2 in total (ωB97M-V/def2-TZVPD).

```
7
Properties=species:S:1:pos:R:3:nbo_charge:R:1
C -1.794 0.274 -2.700 0.15
P -0.532 0.555 0.123 0.16
S -0.495 -1.281 -4.834 -0.08
H -0.443 -0.496 1.222 0.02
S -1.698 -0.619 -1.269 0.08
H 0.555 0.184 -0.715 0.01
F -1.262 1.485 -2.593 -0.34
```

Calculated values
E_HOMO (spin up / spin down) = -9.38 / -9.34 eV
Total charge = 0
2S+1 = 1
Lowest unoccupied orbital energy (spin up / spin down) = -2.25 / -2.19 eV

Version C
Entry from OMol25: the molecule CH2FPS2 (ωB97M-V/def2-TZVPD).

```
7
Properties=species:S:1:pos:R:3:nbo_charge:R:1
F 1.247 -2.468 0.274 -0.33
H -0.002 0.959 -0.261 -0.01
S 3.958 1.144 0.000 -0.33
H -0.170 -0.931 0.276 0.00
P 0.369 0.215 0.857 0.25
S 2.464 -0.259 0.027 0.21
C 2.430 -2.045 -0.091 0.21
```

Calculated values
E_HOMO = -8.73 eV
Total charge = 0
SMILES = FC#S(P)=S
2S+1 = 1
Lowest unoccupied orbital energy = -1.15 eV

Energies relative to the minimum, eV: version A 0.000; version B 3.191; version C 2.155

Version A
Entry from OMol25: a cluster of 3 separate species, C6H14O2 in total (ωB97M-V/def2-TZVPD).

```
22
Properties=species:S:1:pos:R:3:nbo_charge:R:1
C 0.875 -0.384 -0.062 -0.54
H 1.845 -0.885 2.370 0.27
C 3.301 -0.219 -0.673 -0.07
H -1.567 1.610 0.665 0.49
H -0.106 -1.506 1.588 0.23
H 4.334 -0.147 -0.326 0.23
H -5.924 3.073 -0.812 0.47
H 2.978 -0.029 -1.685 0.23
C 2.618 -1.026 1.632 -0.71
H 3.526 -0.574 2.045 0.27
O -1.243 1.862 -0.198 -0.94
C 2.327 -0.574 0.243 0.33
O -6.408 3.227 -1.620 -0.94
H -1.069 -2.036 -1.342 0.22
H 0.781 0.619 0.387 0.32
H -0.801 1.174 -0.725 0.47
H -1.863 -2.490 0.085 0.23
H 2.712 -2.124 1.475 0.30
C -0.107 -1.325 0.528 -0.25
H -5.951 3.834 -2.191 0.47
H 0.729 -0.143 -1.126 0.24
C -0.987 -1.937 -0.257 -0.31
```

Calculated values
E_HOMO (spin up / spin down) = -13.05 / -13.05 eV
Total charge = +1
⟨S²⟩ = 0.753
2S+1 = 2
Lowest unoccupied orbital energy (spin up / spin down) = -4.64 / -8.64 eV

Version B
Entry from OMol25: a cluster of 2 separate species, C6H14O2 in total (ωB97M-V/def2-TZVPD).

```
22
Properties=species:S:1:pos:R:3:nbo_charge:R:1
H -1.664 3.253 -6.650 0.47
O -1.840 3.246 -5.708 -0.94
H 2.122 -0.235 2.281 0.30
H 1.664 -1.561 1.402 0.32
C 1.443 -0.461 1.369 -0.50
H 4.247 -0.144 0.959 0.27
C 2.125 0.187 0.167 0.06
O -2.639 -1.532 2.019 -0.69
H 3.912 0.233 -0.946 0.24
C 0.040 0.123 1.689 -0.46
H -2.390 -1.667 -0.080 0.16
H -3.474 -1.163 1.771 0.49
H 1.359 0.473 -0.663 0.28
H -1.307 2.429 -5.321 0.46
H -1.742 0.470 0.728 0.22
H -0.699 -0.277 -0.355 0.18
H -0.073 1.161 1.961 0.25
C -1.032 -0.349 0.718 -0.43
H -1.154 -2.404 0.984 0.17
H -0.499 -0.303 2.663 0.28
C -1.850 -1.624 0.962 -0.04
C 3.453 0.143 0.051 -0.08
```

Calculated values
E_HOMO (spin up / spin down) = -13.33 / -13.33 eV
Total charge = +1
⟨S²⟩ = 0.755
2S+1 = 2
Lowest unoccupied orbital energy (spin up / spin down) = -4.97 / -9.16 eV

Energies relative to the minimum, eV: version A 0.000; version B 1.450

Version A
Entry from OMol25: a cluster of 16 separate species, H33O16 in total (ωB97M-V/def2-TZVPD).

```
49
Properties=species:S:1:pos:R:3:nbo_charge:R:1
H 0.159 -0.203 1.946 0.56
O 2.968 -2.427 -2.784 -0.98
O 0.739 -0.884 -2.579 -0.98
H -0.171 -2.568 0.011 0.49
H -3.828 1.383 0.427 0.48
H 2.889 -3.390 -2.889 0.48
H 3.552 -2.131 -2.102 0.51
H -1.790 0.347 -2.835 0.48
H 4.227 -0.107 -0.167 0.47
H 1.257 -5.779 0.698 0.51
H -0.098 1.419 5.247 0.49
O -0.487 -2.590 0.866 -0.99
H 1.947 0.677 2.980 0.52
O -2.480 0.150 4.071 -0.92
O 0.940 0.152 0.450 -1.03
H -2.971 -0.415 3.295 0.50
H 2.062 -4.576 0.065 0.50
O -3.622 3.488 0.630 -0.98
H 0.850 -0.819 -3.586 0.47
O 1.890 3.124 -2.578 -0.97
O -2.339 -3.032 -0.424 -0.92
O 1.095 -4.681 0.246 -0.95
H -2.348 1.052 0.271 0.49
O -1.574 1.226 -2.518 -0.97
H 1.573 0.710 0.958 0.51
H -0.772 1.461 -2.951 0.49
O 3.608 -0.179 -0.915 -0.97
H 0.678 2.544 4.514 0.47
O 0.204 2.614 -4.283 -0.92
H -2.710 -2.862 0.406 0.47
H -2.886 -3.375 -0.946 0.45
H -2.748 1.028 3.532 0.51
O 2.032 1.464 2.332 -0.97
H 1.314 -1.662 -2.554 0.49
H 1.648 2.289 2.635 0.50
O -3.204 0.701 0.560 -0.97
H -0.238 -1.683 2.163 0.56
H 0.051 -3.589 0.837 0.52
H 2.679 -0.063 -0.541 0.49
H 0.635 0.595 -0.435 0.54
H 0.697 2.565 -4.982 0.47
H 1.247 3.853 -2.427 0.48
H 1.982 2.709 -3.382 0.48
O 0.470 1.639 4.495 -0.97
H -1.151 -0.404 3.214 0.56
H -4.267 3.475 -0.141 0.49
O -0.158 -0.800 2.743 -0.92
H -0.378 3.227 -4.287 0.47
H -3.175 4.324 0.712 0.49
```

Calculated values
E_HOMO = -12.82 eV
Total charge = +1
2S+1 = 1
Lowest unoccupied orbital energy = -2.66 eV

Version B
Entry from OMol25: a cluster of 16 separate species, H33O16 in total (ωB97M-V/def2-TZVPD).

```
49
Properties=species:S:1:pos:R:3:nbo_charge:R:1
O 0.903 -1.566 -2.501 -0.99
O -0.156 -0.860 4.735 -0.95
H 1.897 -1.365 -2.502 0.50
H 0.479 2.128 5.332 0.49
H 3.432 -4.399 1.134 0.48
O -2.844 -1.555 1.903 -0.92
H -2.611 -1.241 2.708 0.50
H -1.089 0.094 -0.370 0.52
O 0.546 0.365 -5.472 -0.97
H -1.286 3.328 1.928 0.49
H -0.315 1.859 -1.741 0.50
H -0.014 0.641 -4.631 0.49
H 0.160 3.016 -2.770 0.48
H 4.971 -0.590 -1.869 0.48
H 3.796 0.255 3.254 0.47
H -1.403 -1.384 -1.544 0.56
H -2.539 2.451 -2.083 0.45
H 0.920 -1.746 -3.575 0.51
H -3.706 -1.833 1.763 0.52
H 1.995 1.188 -0.685 0.51
H -1.308 0.789 1.431 0.50
H -1.972 -0.635 1.198 0.50
H 0.008 3.001 2.512 0.49
H -5.249 -0.797 -1.391 0.48
H -1.565 -3.572 -1.342 0.51
O -2.962 2.640 -2.934 -0.91
O -0.885 -0.322 -1.425 -0.95
H 1.013 2.238 0.113 0.51
H 0.097 -0.296 -1.643 0.56
O 4.141 -0.956 -1.379 -0.95
H -2.309 2.282 -3.401 0.46
H 0.802 1.267 -5.825 0.48
O -1.380 -2.743 -0.912 -0.92
H -0.123 0.013 4.155 0.47
H -4.047 -1.179 -1.909 0.46
H 2.773 -3.177 0.399 0.47
O -0.206 1.634 4.933 -0.94
H -1.772 -2.752 -0.008 0.51
O -4.398 -1.110 -1.033 -0.94
H 4.940 1.340 2.875 0.49
H 4.644 -1.262 -0.707 0.47
O -1.749 0.362 0.750 -0.93
H -0.960 1.704 5.271 0.47
H 0.770 -0.824 4.808 0.46
O 3.625 -3.559 0.665 -0.95
O -0.106 2.091 -2.824 -1.00
O 1.109 1.507 -0.550 -1.00
O -0.544 2.777 1.674 -0.97
O 4.480 0.753 3.482 -0.96
```

Calculated values
E_HOMO = -13.20 eV
Total charge = +1
2S+1 = 1
Lowest unoccupied orbital energy = -2.89 eV

Energies relative to the minimum, eV: version A 0.528; version B 0.000